C17H11CrFN5O20 as an isolated structure in a non-equilibrium geometry, computed with ωB97M-V/def2-TZVPD.

```
55
Properties=species:S:1:pos:R:3:mulliken_charge:R:1
Cr 4.231 -0.208 1.229 0.91
N 4.423 -0.417 4.398 0.75
O 3.547 0.064 5.111 -0.55
O 5.584 -0.569 4.786 -0.58
O 4.111 -0.835 3.216 -0.16
N 6.484 0.238 -1.280 0.89
O 6.402 -0.004 -2.489 -0.61
O 5.421 0.206 -0.587 -0.33
O 7.580 0.539 -0.775 -0.65
N 2.491 2.173 2.014 1.03
O 1.540 1.419 2.227 -0.49
O 3.560 1.681 1.430 -0.47
O 2.521 3.365 2.304 -0.63
N 5.771 -3.043 0.635 0.73
O 5.861 -3.999 1.400 -0.60
O 5.072 -2.045 1.008 -0.42
O 6.311 -3.026 -0.471 -0.57
N 1.858 -1.004 0.228 1.37
O 0.673 -0.922 -0.069 -0.61
O 2.805 -0.452 -0.428 -0.57
O 2.280 -1.349 1.368 -0.51
C -1.589 0.066 1.851 0.70
C -1.032 -1.244 2.420 0.41
O -2.192 -1.880 2.948 -0.36
C -3.209 -1.064 3.042 0.61
O -4.282 -1.344 3.488 -0.59
O -2.831 0.183 2.565 -0.44
F -0.032 -1.185 3.310 -0.35
H -1.736 -0.030 0.773 -0.53
H -0.955 0.938 1.996 0.38
H -0.724 -1.966 1.664 0.22
C -3.300 4.106 -3.408 -0.56
C -1.988 3.822 -3.803 -0.41
C -1.452 2.571 -3.510 -0.77
C -2.236 1.650 -2.816 0.40
C -3.458 2.018 -2.242 0.11
C -3.979 3.263 -2.543 -0.55
C -4.204 1.038 -1.452 0.52
O -5.290 1.312 -0.967 -0.71
C -3.640 -0.315 -1.265 0.64
C -4.307 -1.246 -0.446 -0.94
C -3.710 -2.452 -0.162 -0.51
C -2.452 -2.801 -0.699 -0.58
C -1.858 -1.931 -1.607 -0.47
C -2.460 -0.705 -1.902 0.80
C -1.757 0.232 -2.822 0.46
O -0.858 -0.175 -3.513 -0.61
H -3.676 5.098 -3.625 0.33
H -1.535 4.584 -4.423 0.38
H -0.557 2.260 -4.030 0.44
H -4.981 3.509 -2.218 0.46
H -5.287 -0.957 -0.092 0.49
H -4.156 -3.251 0.420 0.35
H -1.957 -3.693 -0.347 0.42
H -0.844 -2.224 -1.838 0.31
```

Calculated values
⟨S²⟩: 3.776
Spin multiplicity: 4
Total charge: -2
Relative energy (zero: lowest compared OMol25 entry of this formula, charge and spin) (kJ/mol): 148.04
E_HOMO (alpha / beta) (eV): -4.0942 / -4.1104


C17H11IO2PbS4Sb as an isolated structure in a non-equilibrium geometry, computed with ωB97M-V/def2-TZVPD.

```
37
Properties=species:S:1:pos:R:3:mulliken_charge:R:1
Pb -0.470 -1.604 0.752 1.16
S -3.837 -3.453 3.810 -0.64
Sb -1.723 -3.735 3.102 0.83
S -0.447 -1.670 3.253 -0.58
S -1.652 -3.721 0.622 -0.50
S -0.512 -5.481 3.844 -0.65
I -0.467 -1.385 -2.433 0.01
C 1.600 -1.232 -2.277 0.45
C 2.274 -1.140 -3.460 -0.67
C 3.680 -1.035 -3.471 -0.59
C 4.361 -1.022 -2.295 -0.85
C 3.683 -1.116 -1.057 0.92
C 4.432 -1.102 0.147 -0.82
C 3.819 -1.201 1.353 -0.96
C 2.412 -1.324 1.416 -0.61
C 1.659 -1.335 0.278 0.92
C 2.261 -1.228 -1.011 0.00
H 1.731 -1.146 -4.394 0.37
H 4.202 -0.969 -4.417 0.37
H 5.442 -0.943 -2.284 0.35
H 5.510 -1.015 0.078 0.34
H 4.394 -1.194 2.270 0.39
H 1.934 -1.422 2.383 0.20
O -0.424 1.403 -0.447 -0.66
C -1.490 1.164 0.095 0.77
O -1.804 0.025 0.656 -0.52
C -2.563 2.207 0.210 0.17
C -2.376 3.427 -0.429 -0.36
C -3.346 4.414 -0.341 -0.49
C -4.504 4.183 0.391 -0.37
C -4.690 2.966 1.034 -0.55
C -3.722 1.976 0.943 -0.42
H -1.463 3.583 -0.988 0.40
H -3.199 5.364 -0.840 0.37
H -5.262 4.954 0.461 0.37
H -5.590 2.785 1.607 0.39
H -3.851 1.023 1.438 0.47
```

Calculated values
Total charge: -1
Relative energy (zero: lowest compared OMol25 entry of this formula, charge and spin) (kJ/mol): 26.36
E_HOMO (eV): -4.7863


C17H11N3O4S3V as an isolated structure in a non-equilibrium geometry, computed with ωB97M-V/def2-TZVPD.

```
39
Properties=species:S:1:pos:R:3:mulliken_charge:R:1
V 0.807 -0.327 0.384 -0.06
C 4.956 -5.993 -3.899 -1.41
C 4.188 -4.841 -3.310 0.91
C 2.907 -4.533 -3.764 -0.77
C 2.174 -3.506 -3.194 -0.64
C 2.747 -2.787 -2.151 0.14
C 4.025 -3.061 -1.681 -0.48
C 4.740 -4.081 -2.278 -0.78
S 1.728 -1.671 -1.305 2.32
O 0.729 -1.114 -2.196 -0.65
O 2.490 -0.587 -0.600 -0.62
N 1.082 -2.362 -0.033 -0.47
C -0.233 -3.004 -0.231 -0.47
C -1.308 -1.927 -0.267 0.79
O -2.362 -2.019 -0.792 -0.52
O -0.856 -0.802 0.392 -0.40
H 4.571 -6.268 -4.880 0.36
H 4.871 -6.868 -3.250 0.30
H 6.015 -5.757 -3.995 0.38
H 2.478 -5.103 -4.580 0.35
H 1.189 -3.249 -3.560 0.51
H 4.448 -2.480 -0.871 0.47
H 5.744 -4.297 -1.935 0.38
H -0.428 -3.644 0.627 0.38
H -0.310 -3.607 -1.133 0.22
S 1.220 -0.072 2.518 -0.22
C 1.170 1.659 2.811 0.60
C 1.367 2.149 4.095 -0.95
C 1.353 3.514 4.328 0.56
C 1.542 4.009 5.668 -0.20
N 1.702 4.398 6.737 -0.48
C 1.145 4.398 3.259 0.56
C 0.932 3.903 1.983 -0.82
C 0.932 2.531 1.751 0.67
S 0.608 1.893 0.154 -0.28
C 1.162 5.825 3.470 -0.22
N 1.184 6.962 3.635 -0.48
H 1.530 1.466 4.919 0.49
H 0.760 4.586 1.161 0.50
```

Calculated values
⟨S²⟩: 0.770
Spin multiplicity: 2
Relative energy (zero: lowest compared OMol25 entry of this formula, charge and spin) (kJ/mol): 16.61
E_HOMO (alpha / beta) (eV): -8.9247 / -8.9172


C17H12Cl5IrN3O2S5 as an isolated structure in a non-equilibrium geometry, computed with ωB97M-V/def2-TZVPD.

```
45
Properties=species:S:1:pos:R:3:mulliken_charge:R:1
Ir -0.198 0.008 0.113 1.17
N -0.672 2.024 1.570 -0.46
C -2.029 2.123 2.113 -0.66
C -3.061 2.282 1.009 -0.56
C -3.389 0.914 0.324 0.38
O -4.547 0.549 0.338 -0.70
O -2.404 0.324 -0.187 -0.56
H -0.006 2.026 2.339 0.20
H -0.483 2.838 0.987 0.24
H -2.113 2.984 2.792 0.48
H -2.229 1.219 2.696 0.25
H -2.683 2.952 0.237 0.26
H -3.997 2.671 1.403 0.33
S -3.849 -0.013 -6.323 -0.18
C -2.842 0.007 -5.029 0.12
S -2.289 -1.439 -4.239 -0.03
C -1.358 -0.665 -2.974 0.20
C -1.326 0.723 -3.008 0.19
S -0.461 1.732 -1.970 -0.19
S -2.239 1.469 -4.308 -0.05
S -0.558 -1.680 -1.885 -0.23
Cl 1.081 0.112 3.486 -0.15
C 2.290 0.155 2.245 1.62
C 1.877 0.139 0.911 -2.29
C 2.918 0.099 -0.022 1.39
Cl 2.503 0.018 -1.693 -0.12
C 4.266 0.077 0.323 -0.36
Cl 5.476 -0.020 -0.890 -0.17
C 4.626 0.111 1.667 0.65
Cl 6.281 0.073 2.114 -0.18
C 3.627 0.156 2.637 -0.36
Cl 4.061 0.211 4.299 -0.19
N 1.246 -2.771 1.789 -0.28
C -0.055 -2.683 2.137 0.67
C -0.548 -3.390 3.249 -0.94
C -1.900 -3.420 3.481 -0.28
C -2.752 -2.773 2.589 -1.02
C -2.193 -2.057 1.555 -0.41
N -0.876 -1.964 1.356 -0.03
H 1.917 -3.142 2.437 0.25
H 1.570 -2.212 1.016 0.11
H 0.143 -3.904 3.896 0.35
H -2.296 -3.952 4.331 0.43
H -3.823 -2.816 2.700 0.47
H -2.818 -1.533 0.847 0.64
```

Calculated values
⟨S²⟩: 0.770
Spin multiplicity: 2
Relative energy (zero: lowest compared OMol25 entry of this formula, charge and spin) (kJ/mol): 0.00
E_HOMO (alpha / beta) (eV): -7.9527 / -8.8604